DFT (wB97M-V/def2-TZVPD) results for a 17-piece molecular cluster, C60H169N15O17 overall at a distorted geometry.

Geometry as ORCA input:
```
! wB97M-V def2-TZVPD RIJCOSX def2/J DEFGRID3
* xyz 0 1
O 15.92573 15.26094 26.40927
H 16.18115 15.66956 27.26073
H 15.00811 15.48407 26.29006
O 13.31164 16.32945 26.15449
H 12.40031 16.07434 26.34047
H 13.27934 16.99157 25.41244
C 17.17618 20.40958 28.15123
C 17.40758 18.89182 27.93603
C 16.42702 18.13613 28.84868
O 16.68470 16.71710 28.84405
C 15.84881 16.00463 29.74497
N 17.34176 18.54327 26.54711
H 17.31032 20.73866 29.20295
H 16.20797 20.69497 27.75988
H 17.86116 20.99281 27.61643
H 18.45469 18.57634 28.26867
H 15.39315 18.34348 28.53656
H 16.49867 18.49603 29.87814
H 16.06831 16.26794 30.79876
H 16.14695 14.94497 29.67707
H 14.78750 16.12943 29.56651
H 16.46592 18.84847 26.05140
H 17.33149 17.54244 26.40302
C 19.79086 11.60596 20.91176
C 19.87840 10.80170 19.66804
C 21.03314 9.80209 19.72702
O 22.23243 10.57294 19.61760
C 23.00714 10.25911 18.48125
N 18.56905 10.03704 19.40818
H 20.67523 12.28659 21.03202
H 19.63117 11.00647 21.82526
H 18.81779 12.12961 20.85570
H 20.03472 11.35474 18.71760
H 21.05330 9.04256 18.91372
H 20.98330 9.35547 20.69795
H 23.08122 9.17814 18.22983
H 24.01857 10.70486 18.51047
H 22.52664 10.72318 17.65953
H 18.81301 9.33215 18.68298
H 18.20113 9.61341 20.24641
C 20.77156 17.78893 24.47878
C 22.19353 17.64908 25.06968
C 23.01072 18.94602 24.90958
O 23.23067 19.32373 23.54415
C 24.56714 19.10963 23.16633
N 22.16699 17.39488 26.50192
H 20.23368 16.82844 24.48263
H 20.84773 18.17250 23.44412
H 20.14066 18.43539 25.11268
H 22.70783 16.76593 24.57144
H 23.91606 18.86092 25.53427
H 22.49811 19.69520 25.45016
H 25.25508 19.78412 23.74586
H 24.61098 19.45744 22.12776
H 24.76920 18.03650 23.22925
H 21.89383 16.44713 26.78427
H 21.47640 17.95029 26.95904
C 20.34778 24.50380 23.00282
C 20.50968 23.14082 23.57284
C 19.22869 22.33528 23.23458
O 19.23428 21.06825 23.85353
C 18.20658 20.28912 23.21595
N 21.75023 22.49782 23.08396
H 19.58309 25.12655 23.52703
H 20.08529 24.35816 21.94481
H 21.35242 24.95132 23.02561
H 20.60794 23.21154 24.65831
H 19.31894 22.12929 22.14298
H 18.25185 22.86259 23.50376
H 17.98398 19.52004 23.93858
H 18.53979 19.74353 22.29414
H 17.32730 20.88233 22.89829
H 21.85222 21.66704 23.60900
H 21.37919 22.14646 22.17311
C 18.01513 20.51030 19.23914
C 16.99622 19.65770 18.49753
C 15.84253 20.48984 18.02681
O 14.86595 19.64556 17.45742
C 13.84242 20.26818 16.76294
N 17.64333 18.97672 17.32464
H 18.49810 21.25278 18.58701
H 18.80287 19.88657 19.67961
H 17.46962 21.01987 20.07125
H 16.50015 18.91719 19.13633
H 16.20712 21.19966 17.26350
H 15.44065 21.07978 18.89073
H 13.48600 21.16211 17.27375
H 12.98239 19.56463 16.60981
H 14.21759 20.48641 15.73245
H 16.89289 18.73544 16.67470
H 18.22748 19.69362 16.90793
C 23.76143 13.05748 25.09177
C 22.54361 12.36255 24.55759
C 21.20955 13.12342 24.77064
O 20.89739 13.41721 26.17668
C 19.69944 14.07367 26.32203
N 22.72811 12.29847 23.00144
H 24.67871 12.54167 24.81652
H 23.76783 13.08168 26.22284
H 23.81678 14.09105 24.74122
H 22.41733 11.38898 25.06521
H 20.57998 12.32458 24.36496
H 21.19051 14.13841 24.27114
H 18.80312 13.47315 26.02369
H 19.64137 14.98375 25.63769
H 19.52727 14.26056 27.35246
H 23.65132 11.91324 22.82674
H 22.08434 11.54577 22.64727
C 19.75809 16.79909 12.69772
C 19.21239 16.56020 14.12745
C 20.19836 16.90441 15.24255
O 20.67984 18.21085 15.10736
C 21.47622 18.64383 16.27817
N 18.00311 17.39254 14.23818
H 18.90976 16.71158 11.99825
H 20.56236 16.16012 12.42936
H 20.25473 17.82298 12.59954
H 19.01935 15.52347 14.38461
H 20.99808 16.17433 15.16530
H 19.64196 16.76819 16.14659
H 22.44731 18.12163 16.39770
H 20.86088 18.50137 17.19281
H 21.74027 19.69536 16.19380
H 17.60640 17.26799 15.17626
H 18.24096 18.40737 14.16402
C 13.91104 9.63925 23.04537
C 15.33599 9.60487 22.54692
C 16.06108 10.96652 22.36978
O 15.25840 11.83682 21.63470
C 14.95985 11.34130 20.33647
N 16.20999 8.74900 23.48468
H 13.32527 8.74569 22.86082
H 13.49745 10.45646 22.50997
H 13.82544 9.97570 24.10528
H 15.26514 9.10556 21.57213
H 16.95220 10.82919 21.72972
H 16.35778 11.51899 23.27991
H 14.28299 10.47175 20.30820
H 15.84359 10.99716 19.77213
H 14.37479 12.12215 19.78451
H 15.62873 8.46350 24.28080
H 16.68880 7.92921 23.09984
C 9.69812 14.20236 20.06833
C 10.45472 15.07170 21.02746
C 11.73782 14.39409 21.53438
O 12.40321 15.08147 22.62186
C 13.58354 14.27697 22.98688
N 10.80487 16.33641 20.39127
H 10.25629 14.24354 19.08343
H 8.73347 14.59278 19.73536
H 9.47270 13.17904 20.39574
H 9.81239 15.32644 21.89400
H 12.40701 14.27683 20.69862
H 11.48304 13.32571 21.81741
H 14.03170 14.86105 23.79117
H 14.34344 14.12457 22.15960
H 13.18070 13.35422 23.38148
H 11.57597 16.70140 20.99451
H 11.50481 16.07570 19.56712
C 19.77591 10.76176 14.22428
C 20.49670 12.00071 14.40373
C 20.10776 12.77498 15.66819
O 18.71838 12.71878 15.75932
C 18.20176 13.17650 17.01947
N 21.90967 11.70500 14.41152
H 19.80562 9.98939 14.98266
H 20.13376 10.20776 13.34020
H 18.71741 11.00349 14.03968
H 20.26025 12.61186 13.51448
H 20.50892 13.83167 15.68348
H 20.54414 12.22447 16.53798
H 17.14165 13.02090 16.97958
H 18.47061 14.24852 17.11818
H 18.64614 12.57765 17.85914
H 22.33385 12.62288 14.37200
H 22.08540 11.22246 13.51983
C 14.70992 18.51059 21.69680
C 13.53633 19.00732 22.54802
C 12.42910 19.53006 21.49050
O 11.36662 19.87044 22.25819
C 10.13048 20.31840 21.68696
N 12.98028 17.91956 23.41340
H 14.44754 17.50737 21.28376
H 15.62886 18.40057 22.29585
H 14.91612 19.11708 20.82615
H 13.74933 19.92488 23.12328
H 12.37224 18.67628 20.78296
H 12.76558 20.35408 20.93115
H 10.34841 21.05224 20.93706
H 9.47726 20.80667 22.41323
H 9.54709 19.57190 21.17119
H 12.88966 17.05686 22.87536
H 12.02814 18.10599 23.63018
C 13.81318 16.70270 17.91243
C 13.73213 16.29303 16.40709
C 15.07407 15.68853 15.89412
O 14.91256 15.15814 14.61687
C 16.09954 14.60959 14.09164
N 12.61499 15.32383 16.24142
H 13.77084 15.81892 18.56005
H 12.93158 17.28968 18.19620
H 14.64590 17.31621 18.23282
H 13.57626 17.18422 15.80465
H 15.36590 14.91702 16.58665
H 15.90726 16.40912 15.88974
H 16.01915 13.92974 13.25316
H 16.57929 14.14172 14.95028
H 16.75013 15.48625 13.89598
H 12.85691 14.47442 16.79675
H 12.82929 14.94048 15.35836
C 21.11518 16.61108 19.88252
C 21.47740 15.16679 20.29296
C 22.71966 14.64002 19.56966
O 22.34850 14.52869 18.19200
C 23.26579 14.37238 17.15529
N 21.66147 15.14911 21.73787
H 20.21644 17.03414 20.30348
H 20.91966 16.63299 18.81425
H 22.01609 17.13175 20.19808
H 20.69008 14.44396 19.99262
H 23.02211 13.73424 20.10371
H 23.53350 15.38194 19.71259
H 23.98212 13.52955 17.29412
H 23.80019 15.33531 17.00619
H 22.79778 14.18063 16.18401
H 22.36241 15.81565 22.02804
H 22.13254 14.27179 22.07972
C 24.79168 23.57628 20.37569
C 23.50521 23.12258 19.64042
C 23.25360 21.67094 20.07348
O 21.97302 21.21211 19.66192
C 21.83635 19.82004 19.84311
N 22.41004 24.07664 19.95543
H 25.59107 22.96699 19.95340
H 24.65611 23.31962 21.41475
H 24.93632 24.67774 20.28695
H 23.63669 23.09463 18.56286
H 23.24260 21.52952 21.17081
H 24.04663 21.00648 19.58672
H 20.79782 19.56094 19.66201
H 22.08930 19.49239 20.85812
H 22.51302 19.29801 19.17328
H 21.51796 23.65112 19.59140
H 22.28580 24.13771 20.95052
C 17.37810 16.34978 19.26497
C 17.85408 15.11271 19.96157
C 18.03561 15.22815 21.50181
O 16.82353 15.73508 22.07472
C 16.96081 16.23332 23.38670
N 16.92880 13.93145 19.74057
H 18.15715 17.09783 19.44751
H 16.42486 16.81460 19.53316
H 17.32763 16.10757 18.18667
H 18.85841 14.90165 19.53835
H 18.94743 15.82253 21.72490
H 18.17045 14.31639 21.95490
H 15.90968 16.50709 23.69116
H 17.61070 17.11126 23.37572
H 17.43898 15.48302 24.03361
H 16.42704 13.83359 20.61760
H 17.53400 13.13045 19.57258
*
```

Values from the calculation:
HOMO level	-8.89	eV
largest force on an atom	3.64	eV/A
Kohn-Sham gap	9.40	eV
ΔE to the lowest compared entry with this formula, charge and spin	11.4	kJ/mol
E_tot	-122109.0916	eV
LUMO energy	0.0188	Ha

Atomic partial charges in e from the Mulliken method, atoms 1 to 8:
1 O -0.40
2 H 0.30
3 H 0.22
4 O -0.66
5 H 0.25
6 H 0.34
7 C -1.70
8 C 0.55